The following is a DFT calculation (ωB97M-V with the def2-TZVPD basis set) of the molecule C23H25FN4O2S.

The calculation puts the energy relative to the best compared isomer or geometry (same formula, charge and spin) at 28.2 kcal/mol. The calculation puts the total energy at -1758.99241 Ha. Its HOMO-LUMO gap is 8.9 eV. The molar mass is 440.54 g/mol. For the highest occupied orbital energy, the calculation gives -8.45 eV. The value obtained for the LUMO energy is 0.01643 Eh. As for the structure (SMILES): COc1ccc(C(=O)CSc2nnc(CN3CCCCC3)n2-c2ccc(F)cc2)cc1.

```
! RIJCOSX wB97M-V def2-TZVPD def2/J DEFGRID3
* xyz 0 1
C -7.385 -1.177 0.642
O -6.688 -0.963 -0.563
C -5.557 -0.220 -0.542
C -5.004 0.364 0.596
C -3.855 1.124 0.503
C -3.222 1.303 -0.725
C -1.977 2.073 -0.878
O -1.098 1.746 -1.646
C -1.862 3.341 -0.046
S -0.150 3.525 0.554
C -0.059 1.949 1.287
N -1.020 1.355 1.939
N -0.569 0.144 2.305
C 0.660 0.019 1.896
C 1.536 -1.170 2.055
N 2.251 -1.420 0.819
C 3.387 -2.305 0.987
C 4.206 -2.337 -0.299
C 3.341 -2.825 -1.455
C 2.109 -1.933 -1.562
C 1.369 -1.902 -0.230
N 1.050 1.154 1.231
C 2.248 1.396 0.531
C 3.461 1.398 1.207
C 4.633 1.613 0.509
C 4.565 1.833 -0.856
F 5.710 2.035 -1.539
C 3.363 1.853 -1.539
C 2.192 1.631 -0.838
C -3.755 0.679 -1.858
C -4.913 -0.055 -1.774
H -8.245 -1.791 0.379
H -7.733 -0.235 1.076
H -6.770 -1.711 1.372
H -5.457 0.225 1.565
H -3.410 1.514 1.405
H -2.541 3.358 0.801
H -2.046 4.204 -0.688
H 2.267 -0.976 2.848
H 0.904 -2.015 2.377
H 4.003 -1.923 1.806
H 3.066 -3.330 1.249
H 5.071 -2.988 -0.164
H 4.561 -1.328 -0.512
H 3.907 -2.802 -2.388
H 3.032 -3.857 -1.271
H 2.418 -0.918 -1.816
H 1.436 -2.295 -2.340
H 0.510 -1.230 -0.299
H 0.987 -2.912 0.009
H 3.485 1.233 2.273
H 5.590 1.613 1.006
H 3.350 2.033 -2.602
H 1.240 1.632 -1.348
H -3.249 0.798 -2.804
H -5.343 -0.526 -2.643
*
```

The following is a DFT calculation (ωB97M-V with the def2-TZVPD basis set) of a structure of composition C23H31As2ClNO12PdS.

As for the expectation value of S²: 6.020. The calculation puts the total energy at -7310.06867 Ha. Its HOMO-LUMO gap (spin up / spin down) is 7.5 / 6.3 eV. The molar mass is 837.28 g/mol. For the highest occupied orbital energy (spin up / spin down), the calculation gives -10.31 / -11.48 eV. The value obtained for the LUMO energy (spin up / spin down) is -0.10416 / -0.19060 Eh.

```
! RIJCOSX wB97M-V def2-TZVPD def2/J DEFGRID3
* xyz 1 5
Pd -1.331 0.750 -1.624
O -1.222 0.718 2.000
S -0.358 0.341 0.921
O 0.965 -0.132 1.424
O -0.098 1.461 -0.084
O -0.981 -0.698 0.025
C -4.869 -0.470 2.288
N -4.968 -0.807 0.827
C -6.347 -0.677 0.265
C -3.875 -0.191 -0.010
C -3.837 1.307 -0.153
C -4.718 2.225 0.418
C -4.562 3.590 0.233
C -3.507 4.077 -0.515
C -2.599 3.189 -1.077
C -2.782 1.834 -0.888
H -5.289 -1.299 2.853
H -5.431 0.433 2.491
H -3.820 -0.321 2.534
H -4.751 -1.802 0.770
H -6.618 0.369 0.208
H -7.032 -1.215 0.916
H -6.345 -1.111 -0.731
H -3.946 -0.661 -0.995
H -2.954 -0.542 0.452
H -5.555 1.900 1.016
H -5.271 4.271 0.684
H -3.376 5.141 -0.657
H -1.751 3.560 -1.638
Cl -2.711 0.306 -3.367
C 0.712 0.638 -4.988
O 1.796 0.872 -4.053
C 1.647 0.363 -2.845
O 0.656 -0.232 -2.435
C 2.816 0.540 -1.991
C 4.039 1.064 -2.520
As 4.605 2.778 -1.865
C 3.474 4.039 -2.851
C 3.676 2.875 -0.119
C 3.022 1.951 0.582
As 2.552 0.219 -0.129
C 3.883 -1.011 0.505
C 2.697 2.018 2.051
O 3.430 1.471 2.837
O 1.586 2.670 2.308
C 1.156 2.737 3.683
C 3.988 4.176 0.573
O 3.323 4.680 1.435
O 5.119 4.702 0.085
C 5.516 5.962 0.661
C 4.772 0.349 -3.559
O 4.481 -0.770 -3.913
O 5.764 1.086 -4.072
C 6.563 0.425 -5.071
H 0.999 1.172 -5.887
H -0.224 1.015 -4.587
H 0.639 -0.430 -5.179
H 3.861 4.116 -3.865
H 3.551 5.004 -2.354
H 2.438 3.707 -2.861
H 4.848 -0.697 0.103
H 3.637 -2.013 0.165
H 3.890 -0.947 1.592
H 0.968 3.786 3.896
H 1.922 2.340 4.342
H 0.239 2.157 3.759
H 6.337 6.315 0.048
H 5.843 5.808 1.687
H 4.682 6.660 0.644
H 7.361 1.120 -5.309
H 5.958 0.212 -5.949
H 6.963 -0.505 -4.672
*
```

The following is a DFT calculation (ωB97M-V with the def2-TZVPD basis set) of a cluster of 2 separate species, C8H13NS in total.

The calculation puts the energy relative to the best compared isomer or geometry (same formula, charge and spin) at 73.1 kcal/mol. The calculation puts the total energy at -765.41140 Ha. Its HOMO-LUMO gap is 7.4 eV. The molar mass is 155.27 g/mol. For the highest occupied orbital energy, the calculation gives -7.69 eV. The value obtained for the LUMO energy is -0.01152 Eh. As for the structure (SMILES): C=CN1C[C@@H](C)C1=C.C=S.

```
! RIJCOSX wB97M-V def2-TZVPD def2/J DEFGRID3
* xyz 0 1
C -0.352 3.057 -0.047
C 0.061 2.037 0.617
N 0.448 0.823 0.109
C 0.376 0.183 -1.276
C 0.626 -1.195 -0.671
C 1.934 -1.862 -0.855
C 0.588 -0.466 0.710
C 0.863 -0.929 1.950
H -0.553 3.017 -1.133
H -0.525 3.953 0.499
H 0.071 1.959 1.701
H 1.104 0.519 -2.083
H -0.651 0.264 -1.737
H -0.195 -1.836 -0.795
H 1.781 -2.991 -0.732
H 2.364 -1.715 0.143
H 2.563 -1.606 -1.664
H 0.739 -0.494 2.903
H 1.045 -2.031 2.053
C -3.124 -0.034 0.036
S -2.422 -1.118 1.002
H -4.089 0.355 0.295
H -2.650 0.111 -1.024
*
```

The following is a DFT calculation (ωB97M-V with the def2-TZVPD basis set) of the molecule C4H10O2P2S3.

As for the expectation value of S²: 2.011. The calculation puts the energy relative to the best compared isomer or geometry (same formula, charge and spin) at 0.0 kcal/mol. The calculation puts the total energy at -2186.10680 Ha. Its HOMO-LUMO gap (spin up / spin down) is 6.3 / 4.8 eV. The molar mass is 248.27 g/mol. For the highest occupied orbital energy (spin up / spin down), the calculation gives -5.83 / -8.30 eV. The value obtained for the LUMO energy (spin up / spin down) is 0.01914 / -0.12991 Eh.

```
! RIJCOSX wB97M-V def2-TZVPD def2/J DEFGRID3
* xyz 0 3
C 0.008 0.896 1.313
C -1.098 -0.177 1.578
C 2.687 1.751 -0.569
C -1.498 -2.650 -1.697
O 1.218 0.255 1.282
O -1.561 -0.908 0.492
P 2.175 -0.001 0.013
P -0.581 -1.937 -0.291
S 3.389 -1.498 0.323
S 0.319 -3.267 0.776
S 0.791 -0.314 -1.585
H -0.109 1.454 0.386
H -0.094 1.546 2.158
H -0.653 -0.798 2.423
H -1.988 0.266 2.177
H 2.916 2.341 0.398
H 3.504 1.594 -1.224
H 1.749 2.056 -0.993
H -2.337 -3.260 -1.506
H -1.793 -1.791 -2.360
H -0.763 -3.106 -2.345
*
```

- molar mass of number 1 (C23H25FN4O2S)?
  440.54 g/mol